112
Properties=species:S:1:pos:R:3 method="wB97M-V/def2-TZVPD" total_charge=-1 lumo_ev=1.72
C 7.4682 -0.2715 3.9376
C 6.3114 -0.9873 3.2095
C 5.7258 -0.2324 2.0061
C 4.5968 0.7687 2.3038
C 5.1603 2.0474 2.9739
Ga 3.0004 -0.0967 3.2525
P 2.2813 1.0853 5.2052
S 2.3576 3.0828 5.1691
B 1.2918 -0.1472 1.9960
N 0.6033 0.9681 1.4404
O 0.7452 -1.3777 1.5771
H 8.2960 -0.9607 4.1081
H 7.1445 0.1078 4.9071
H 7.8462 0.5683 3.3554
H 5.5261 -1.2419 3.9169
H 6.7080 -1.9355 2.8360
H 5.3364 -0.9732 1.3030
H 6.5636 0.3027 1.5381
H 4.2067 1.0736 1.3298
H 4.9235 2.1376 4.0317
H 6.2533 2.0596 2.8960
H 4.8143 2.9408 2.4538
H 3.3533 -1.5926 3.7394
H 0.9404 0.7094 5.4025
H 2.8502 0.5555 6.3815
H -0.3974 0.8081 1.4088
H 0.8067 1.8464 1.8981
H 0.6645 -1.9743 2.3215
C 2.2642 7.3109 -0.5409
O 2.7542 6.3492 0.3890
C 2.7466 6.7619 1.6636
O 2.3723 7.8488 2.0334
O 3.2134 5.7856 2.4185
C 3.2665 6.0755 3.8219
H 2.3306 6.8386 -1.5169
H 1.2287 7.5668 -0.3228
H 2.8736 8.2131 -0.5225
H 2.2707 6.2854 4.2058
H 3.9246 6.9246 4.0046
H 3.6557 5.1869 4.3079
C -0.9303 -3.6836 0.5113
O -1.4822 -4.4761 -0.5595
C -0.6063 -5.2426 -1.1881
O 0.5628 -5.3573 -0.9349
O -1.2467 -5.8941 -2.1772
C -0.3891 -6.7564 -2.9309
H -1.7616 -3.1157 0.9151
H -0.5123 -4.3349 1.2768
H -0.1711 -3.0013 0.1451
H 0.0409 -7.5286 -2.2965
H 0.4041 -6.1858 -3.4095
H -1.0164 -7.2122 -3.6916
C -4.2650 0.7627 -3.6070
O -3.7512 -0.3321 -2.8428
C -3.8320 -1.5109 -3.4607
O -4.2959 -1.6844 -4.5624
O -3.3249 -2.4468 -2.6741
C -3.3662 -3.7683 -3.2309
H -4.1350 1.6446 -2.9895
H -3.7087 0.8767 -4.5354
H -5.3209 0.6162 -3.8265
H -2.7940 -3.8076 -4.1564
H -4.3971 -4.0607 -3.4247
H -2.9254 -4.4331 -2.5000
C 1.2476 0.6106 11.3138
O 1.9050 1.8616 11.1158
C 1.5443 2.4882 9.9839
O 0.7373 2.0758 9.1941
O 2.2229 3.6243 9.9085
C 1.9728 4.3974 8.7195
H 1.6299 0.2201 12.2528
H 0.1694 0.7470 11.3789
H 1.4780 -0.0784 10.5033
H 0.9223 4.6748 8.6586
H 2.2643 3.8549 7.8216
H 2.5831 5.2901 8.8245
C -9.7856 -1.9111 -9.1901
O -8.5546 -1.2016 -9.0457
C -7.6501 -1.8268 -8.2823
O -7.8117 -2.8935 -7.7470
O -6.5619 -1.0724 -8.2256
C -5.4973 -1.6146 -7.4240
H -10.4113 -1.2913 -9.8253
H -9.6199 -2.8782 -9.6611
H -10.2637 -2.0538 -8.2229
H -5.1682 -2.5688 -7.8303
H -5.8087 -1.7373 -6.3931
H -4.6890 -0.8929 -7.4729
C -3.6936 5.1177 2.5996
O -3.0320 3.8878 2.3016
C -3.4648 3.2739 1.2035
O -4.3441 3.6634 0.4750
O -2.7584 2.1592 1.0479
C -3.1000 1.3836 -0.1040
H -3.2305 5.4864 3.5093
H -3.5520 5.8348 1.7932
H -4.7572 4.9524 2.7618
H -2.9361 1.9627 -1.0093
H -4.1369 1.0565 -0.0542
H -2.4370 0.5243 -0.0946
C 1.1203 -5.7277 -9.1512
O 1.5001 -4.5451 -8.4444
C 1.6338 -4.7143 -7.1271
O 1.4634 -5.7489 -6.5335
O 1.9839 -3.5520 -6.5889
C 2.1540 -3.5806 -5.1641
H 1.0520 -5.4381 -10.1953
H 1.8707 -6.5063 -9.0291
H 0.1558 -6.0910 -8.8022
H 2.9389 -4.2800 -4.8858
H 1.2229 -3.8563 -4.6736
H 2.4361 -2.5727 -4.8795

---

99
Properties=species:S:1:pos:R:3 method="wB97M-V/def2-TZVPD" total_charge=-1 lumo_ev=1.62
C 0.6342 -0.6899 3.6018
C 1.7675 -1.5607 4.0856
C 2.0109 -2.8607 3.3042
C 3.3651 -3.0054 2.6158
C 3.9454 -1.7476 2.0430
C 3.0811 -1.0924 1.0107
C 2.6542 -2.0405 -0.0909
C 2.4172 -1.3302 -1.3857
C 1.5276 -0.1377 -1.3399
C 0.1029 -0.4506 -0.9444
C -0.6473 0.6848 -0.3050
C -1.8556 0.2473 0.5325
C -3.1832 0.7149 -0.0488
C -3.8631 -0.2827 -0.9820
C -5.3187 -0.5896 -0.6196
Ga -5.6221 -2.2629 0.4675
C -7.4972 -2.2360 1.3196
C -7.6346 -1.2805 2.4081
F -7.0382 -0.0418 2.1128
C -5.4677 -3.9260 -0.6640
C -4.4095 -3.8449 -1.7259
C -3.1260 -4.4118 -1.2550
S -1.8295 -4.4435 -2.5136
P -4.0084 -2.3402 2.2343
O -4.2571 -0.9511 3.0984
Br -4.9384 -3.9060 3.6402
H 0.1014 -0.2949 4.4394
H 0.9695 0.1614 3.0447
H -0.0823 -1.2472 3.0453
H 1.4972 -1.8535 5.0766
H 2.6635 -0.9838 4.1837
H 1.9378 -3.6587 4.0109
H 1.2132 -3.0264 2.6170
H 4.0571 -3.4913 3.2697
H 3.2479 -3.6792 1.7914
H 4.8800 -1.9917 1.5715
H 4.1964 -1.0720 2.8352
H 3.6650 -0.3213 0.5449
H 2.2315 -0.6017 1.4373
H 3.4495 -2.7398 -0.2427
H 1.7779 -2.5899 0.2016
H 2.0010 -2.0117 -2.1012
H 3.3757 -1.0388 -1.7723
H 1.8975 0.6319 -0.6924
H 1.4749 0.3052 -2.3059
H -0.4431 -0.7063 -1.8339
H 0.0421 -1.3017 -0.2954
H -1.0052 1.3359 -1.0773
H 0.0301 1.2629 0.2973
H -1.8492 -0.8154 0.6219
H -1.7665 0.6205 1.5294
H -3.0036 1.6170 -0.5986
H -3.8458 0.9043 0.7695
H -3.8368 0.1342 -1.9786
H -3.2742 -1.1797 -1.0171
H -5.7355 0.2449 -0.1085
H -5.8613 -0.7380 -1.5307
H -8.2137 -2.0496 0.5382
H -7.6402 -3.2190 1.7189
H -8.6663 -1.0424 2.6494
H -7.1639 -1.6579 3.2946
H -5.3272 -4.8061 -0.0684
H -6.4253 -4.0419 -1.1356
H -4.2404 -2.8324 -2.0427
H -4.6930 -4.3866 -2.6107
H -3.2707 -5.4073 -0.8927
H -2.7120 -3.8187 -0.4603
H -2.5251 -5.0258 -3.4656
H -4.0610 -1.1084 4.0430
C 4.6006 3.9368 -3.5464
S 3.8274 2.8338 -2.3637
O 2.9951 1.8820 -3.1447
C 2.7135 4.0428 -1.6518
H 5.3107 3.3531 -4.1258
H 3.8322 4.3529 -4.1988
H 5.1290 4.7229 -3.0104
H 2.0689 4.4544 -2.4273
H 3.2919 4.8359 -1.1792
H 2.1056 3.5404 -0.9029
C -2.0588 4.3823 -0.3682
S -1.1598 5.2702 -1.6378
O -0.0047 5.9303 -0.9739
C -2.4022 6.5394 -1.9049
H -1.4319 3.5596 -0.0306
H -2.2704 5.0559 0.4621
H -2.9822 3.9853 -0.7883
H -2.5926 7.0623 -0.9679
H -3.3143 6.0753 -2.2788
H -2.0125 7.2342 -2.6451
C 9.3013 1.7978 -2.0685
S 7.5719 1.8395 -1.5849
O 7.1356 3.2521 -1.7140
C 7.8565 1.5428 0.1607
H 9.3502 2.0081 -3.1341
H 9.8521 2.5574 -1.5142
H 9.7069 0.8059 -1.8704
H 8.5071 2.3211 0.5594
H 8.3063 0.5587 0.2904
H 6.8906 1.5731 0.6592

---

99
Properties=species:S:1:pos:R:3 method="wB97M-V/def2-TZVPD" lumo_ev=0.01
C -2.0332 0.0507 -3.5001
C -3.1829 0.9867 -3.8491
C -2.8377 2.4618 -3.5763
N -3.6905 3.1733 -2.6250
O -4.6467 4.0114 -3.3064
S -5.8406 3.0968 -3.9913
O -5.7905 3.4221 -5.3899
O -7.1343 4.0049 -3.4242
C -7.9124 3.3431 -2.5251
I -7.4043 3.8435 -0.5569
C -8.8775 2.4968 -2.8311
C -9.7764 1.7734 -1.8882
I -9.2773 2.1163 -4.8341
H -1.1266 0.3781 -4.0099
H -2.2387 -0.9770 -3.7873
H -1.8126 0.0960 -2.4339
H -4.0657 0.7123 -3.2658
H -3.4758 0.8471 -4.8906
H -2.8288 3.0404 -4.4964
H -1.8242 2.5135 -3.1747
H -4.2144 2.5351 -2.0348
H -9.4249 1.8417 -0.8628
H -10.7920 2.1602 -1.9678
H -9.8214 0.7208 -2.1633
C 2.5890 -1.6291 -1.3013
C 1.4574 -1.2186 -0.3756
O 0.1633 -1.5045 -0.8762
C -0.1110 -2.8732 -1.1159
C -0.0208 -3.7488 0.1220
H 2.4337 -1.2194 -2.3005
H 3.5396 -1.2590 -0.9142
H 2.6714 -2.7133 -1.3907
H 1.4693 -0.1376 -0.2340
H 1.5952 -1.6708 0.6136
H 0.5408 -3.2639 -1.9062
H -1.1284 -2.8893 -1.5083
H 1.0050 -3.8349 0.4841
H -0.3782 -4.7543 -0.0978
H -0.6255 -3.3361 0.9294
C -5.7455 7.1814 -3.4222
C -4.3050 7.1217 -3.8957
O -3.8846 8.2559 -4.6387
C -3.9425 9.4899 -3.9525
C -3.0602 9.5549 -2.7160
H -6.4205 7.3856 -4.2547
H -6.0211 6.2314 -2.9696
H -5.8945 7.9586 -2.6697
H -4.1663 6.2762 -4.5656
H -3.6402 6.9574 -3.0395
H -4.9779 9.7397 -3.6914
H -3.6115 10.2314 -4.6803
H -3.4181 8.8982 -1.9221
H -3.0459 10.5719 -2.3225
H -2.0392 9.2613 -2.9631
C 5.4991 0.7952 2.3401
C 6.2883 -0.3689 1.7636
O 6.2778 -0.4251 0.3483
C 6.8442 0.6881 -0.3166
C 8.3163 0.9087 -0.0096
H 4.4888 0.8073 1.9290
H 5.4347 0.6984 3.4242
H 5.9626 1.7587 2.1217
H 5.8431 -1.3076 2.0941
H 7.3190 -0.3584 2.1393
H 6.2713 1.5984 -0.1045
H 6.7174 0.4733 -1.3778
H 8.4780 1.2238 1.0221
H 8.7183 1.6869 -0.6588
H 8.8800 -0.0101 -0.1757
C 8.6528 -3.7791 3.2149
C 7.4933 -3.3781 4.1121
O 6.2206 -3.6547 3.5590
C 5.9461 -5.0185 3.2956
C 5.9665 -5.9032 4.5309
H 8.5232 -3.3554 2.2180
H 9.5907 -3.4125 3.6328
H 8.7386 -4.8618 3.1133
H 7.5087 -2.2980 4.2618
H 7.5957 -3.8386 5.1014
H 6.6311 -5.4099 2.5349
H 4.9489 -5.0212 2.8558
H 6.9699 -6.0073 4.9460
H 5.6100 -6.9017 4.2772
H 5.3207 -5.4884 5.3058
C -3.3263 -6.3515 4.3709
C -1.9028 -6.3545 3.8387
O -1.5380 -5.1673 3.1596
C -1.5748 -3.9828 3.9338
C -0.6257 -3.9914 5.1208
H -4.0277 -6.0919 3.5771
H -3.5816 -7.3401 4.7529
H -3.4589 -5.6392 5.1863
H -1.7882 -7.1451 3.0973
H -1.1948 -6.5704 4.6473
H -2.5978 -3.7680 4.2634
H -1.2893 -3.1868 3.2459
H -0.9300 -4.7074 5.8856
H -0.6012 -3.0050 5.5841
H 0.3831 -4.2508 4.7972

---

109
Properties=species:S:1:pos:R:3 method="wB97M-V/def2-TZVPD" total_charge=+3 lumo_ev=-9.85
Cu 2.6242 -2.3870 1.7788
Sr -4.4879 2.8815 1.0621
Ba -2.1387 -2.4288 3.3657
O -0.3566 0.2537 -1.4809
C -0.9255 -0.3945 -0.4818
O -2.0514 0.0214 -0.1683
O -0.2955 -1.1940 0.2070
H -0.7967 1.0966 -1.6121
O 0.7436 4.7145 -0.0935
C -0.4837 4.5645 0.3959
O -1.4440 4.4623 -0.3724
O -0.6481 4.4482 1.5999
H 1.1688 4.9927 0.7210
C 7.2071 -0.2269 4.8312
O 7.1034 -0.5263 3.4585
C 7.2951 -1.9524 3.0900
C 7.1462 -2.1822 1.5316
N 5.7414 -2.4769 1.0648
C 5.8431 -2.9213 -0.3458
C 4.6377 -3.7102 -0.8190
O 4.3639 -4.6243 0.2290
C 3.1340 -5.3358 0.1213
H 7.4561 0.8120 5.0477
H 7.9219 -0.7480 5.4681
H 6.1895 -0.5252 5.0833
H 6.5793 -2.5205 3.6842
H 8.2092 -2.3693 3.5127
H 7.6214 -3.1470 1.3537
H 7.6603 -1.4157 0.9517
H 5.5157 -3.3723 1.4738
H 6.7262 -3.4766 -0.6618
H 5.9035 -2.0023 -0.9288
H 4.7800 -4.2307 -1.7661
H 3.7658 -3.0574 -0.8611
H 3.1504 -5.8857 -0.8197
H 2.3976 -4.5419 -0.0039
H 2.9910 -6.0462 0.9354
C -3.7700 -4.8748 0.9405
O -2.6409 -5.0754 1.8976
C -2.5390 -6.2812 2.6315
C -3.5952 -6.2852 3.7821
N -3.4005 -5.2234 4.8116
C -2.3997 -5.8066 5.6720
C -2.0745 -4.8003 6.8819
O -1.5995 -3.5189 6.4738
C -0.7202 -2.8033 7.3506
H -3.7815 -5.4154 -0.0059
H -3.8397 -3.7980 0.7865
H -4.6845 -5.2820 1.3717
H -1.6067 -6.4490 3.1707
H -2.6156 -7.0015 1.8170
H -3.5534 -7.3205 4.1207
H -4.5610 -6.1142 3.3066
H -4.2363 -5.0529 5.3524
H -1.4151 -5.9818 5.2385
H -2.8139 -6.7306 6.0755
H -1.3210 -5.2412 7.5346
H -2.9016 -4.7360 7.5890
H -1.3150 -2.7998 8.2640
H -0.6764 -1.7908 6.9495
H 0.2635 -3.2507 7.4929
C -8.6623 7.8402 0.8205
O -7.6623 8.5450 0.1134
C -6.9607 7.7763 -0.7799
C -6.0885 6.5190 -0.3667
N -6.8760 5.4481 0.2945
C -7.8742 4.8178 -0.5811
C -7.3401 4.2084 -1.8504
O -6.0891 3.4635 -1.6803
C -5.4512 3.1642 -2.8640
H -9.5216 7.5740 0.2049
H -9.0788 8.5611 1.5240
H -8.3670 7.0025 1.4524
H -6.3350 8.5939 -1.1378
H -7.6204 7.5698 -1.6227
H -5.2921 6.7326 0.3463
H -5.5004 6.1100 -1.1882
H -7.5468 5.8855 0.9099
H -8.6259 5.5498 -0.8762
H -8.4000 4.1013 0.0501
H -7.2672 5.1165 -2.4489
H -8.0531 3.5038 -2.2783
H -5.8972 2.4553 -3.5616
H -4.4519 2.8325 -2.5820
H -5.1931 4.1007 -3.3585
C 6.6339 2.3373 -4.2062
O 7.0143 1.3490 -5.2233
C 5.9984 1.2323 -6.2186
C 5.3637 -0.2192 -6.1458
N 4.3526 -0.0095 -5.1385
C 2.9664 -0.1288 -5.4553
C 2.3899 1.0286 -6.2901
O 2.7378 2.3000 -5.6616
C 2.0495 2.5742 -4.5227
H 7.5180 2.4780 -3.5845
H 5.9280 1.8642 -3.5236
H 6.3386 3.3496 -4.4822
H 6.5134 1.3706 -7.1693
H 5.2811 2.0479 -6.1273
H 6.0872 -0.8882 -5.6799
H 4.9718 -0.7390 -7.0200
H 4.4180 0.9643 -4.8787
H 2.3480 -0.1988 -4.5605
H 2.6806 -1.0784 -5.9078
H 1.3933 0.9652 -6.7271
H 2.9442 1.0902 -7.2266
H 2.1900 3.6542 -4.4778
H 2.5462 2.0739 -3.6914
H 1.0392 2.1960 -4.6783